ORCA calculation (ωB97M-V with the def2-TZVPD basis set) on a molecular structure, C24H25GaN5S2.

The geometry in XYZ format:
```
57
Properties=species:S:1:pos:R:3:forces:R:3
Ga 0.2787 -0.3999 0.1408 -0.81 0.05 -0.09
S -0.4448 2.3456 -2.1738 0.21 0.03 -0.07
C -1.8953 3.1348 -2.2980 -0.04 0.12 -0.05
N -2.0532 4.4981 -2.3304 -0.18 0.08 -0.06
C -3.4409 4.8749 -2.0707 0.17 -0.06 0.07
C -4.1862 3.5700 -2.3961 0.11 -0.08 -0.09
N -3.1137 2.5852 -2.4124 -0.13 0.10 0.17
H -1.2861 5.0571 -2.0040 0.06 -0.05 0.03
H -3.7529 5.7005 -2.7086 -0.03 0.01 -0.02
H -3.5914 5.1654 -1.0265 0.03 -0.01 0.02
H -4.6677 3.6229 -3.3758 -0.03 0.00 -0.01
H -4.9388 3.3189 -1.6521 0.00 -0.05 0.04
H -3.2617 1.6212 -2.1513 -0.01 -0.26 0.03
C -1.3058 0.1928 1.0147 0.98 -0.49 -0.52
C -2.5167 0.1017 0.2935 -0.17 0.18 0.21
C -3.6702 0.7405 0.8890 -0.02 -0.03 -0.24
C -4.9080 0.7758 0.2814 0.08 0.00 -0.03
C -5.1410 0.1741 -0.9628 0.06 0.05 -0.05
C -4.0626 -0.4904 -1.5589 -0.10 -0.05 0.12
C -2.8150 -0.5344 -0.9687 0.05 0.16 0.22
H -3.5351 1.2053 1.8583 0.01 0.02 0.01
H -5.7302 1.2720 0.7908 0.02 0.02 0.02
H -6.1180 0.1967 -1.4311 0.02 -0.03 0.04
H -4.2128 -1.0077 -2.5033 0.05 0.04 0.00
H -2.0113 -1.0714 -1.4562 0.06 -0.05 -0.07
N 2.0782 -0.1197 -0.4600 -0.35 0.77 0.31
C 2.5537 -0.1092 -1.6289 -0.05 -0.47 0.16
C 3.5969 0.8983 -2.0234 0.26 -0.19 -0.03
C 4.7788 0.4979 -2.6470 -0.03 -0.01 -0.01
C 5.7422 1.4304 -3.0026 -0.01 0.03 -0.03
C 5.5234 2.7814 -2.7634 -0.06 -0.07 0.07
C 4.3491 3.1854 -2.1411 0.02 0.00 -0.02
C 3.4004 2.2482 -1.7560 -0.09 0.04 0.00
C 2.1643 -1.1244 -2.6677 -0.19 0.22 -0.22
C 2.1721 -0.8176 -4.0300 -0.02 -0.05 0.12
C 1.7638 -1.7583 -4.9646 0.04 -0.01 -0.01
C 1.3680 -3.0232 -4.5505 -0.02 -0.01 0.07
C 1.3421 -3.3304 -3.1957 0.01 0.01 0.01
C 1.7225 -2.3808 -2.2584 0.09 -0.01 -0.06
H 4.9471 -0.5559 -2.8425 -0.04 0.04 -0.04
H 6.6573 1.1063 -3.4836 0.00 -0.01 0.03
H 6.2650 3.5137 -3.0554 0.01 0.01 -0.02
H 4.1616 4.2383 -1.9674 0.02 -0.02 0.04
H 2.4841 2.5606 -1.2703 -0.03 -0.03 -0.02
H 2.4691 0.1747 -4.3457 0.03 -0.02 -0.04
H 1.7535 -1.5086 -6.0191 0.01 0.02 0.03
H 1.0714 -3.7685 -5.2790 -0.01 0.03 0.00
H 1.0266 -4.3138 -2.8682 -0.01 0.04 0.00
H 1.6987 -2.6031 -1.1981 0.04 -0.05 -0.01
N 2.4524 0.2942 2.4471 -0.29 0.26 -0.07
C 1.5888 -0.6506 2.8922 0.14 -0.27 0.52
N 0.6449 -0.2140 3.7618 0.19 0.00 0.08
S 1.7326 -2.2765 2.5054 0.06 0.22 -0.18
H 2.1951 1.2525 2.6360 -0.03 0.02 0.02
H 2.7955 0.1669 1.5031 0.19 -0.17 -0.17
H 0.2556 0.6975 3.5677 -0.16 -0.03 -0.09
H -0.0491 -0.9105 3.9726 -0.14 -0.01 -0.09
```
Positions in Å, forces in eV/Å.

## Properties
**Multiplicity**: 1
**Net charge**: -1

=====

ORCA calculation (ωB97M-V with the def2-TZVPD basis set) on C24H25N3O4 in the gas phase.

The geometry in XYZ format:
```
56
Properties=species:S:1:pos:R:3:forces:R:3
C 8.2869 2.7253 -0.1959 0.17 -0.03 -0.07
H 8.8269 3.6323 0.0717 0.01 -0.08 -0.04
O 6.9844 2.8956 0.3034 -0.26 0.02 0.09
C 6.0774 1.8941 0.1090 -0.20 0.00 0.06
C 4.8018 2.1116 0.6315 0.45 0.00 -0.15
C 3.8038 1.1726 0.4961 -0.07 0.04 0.05
C 4.0563 -0.0247 -0.1737 0.41 0.38 0.05
C 5.3300 -0.2405 -0.6941 -0.27 0.01 0.09
C 6.3329 0.7021 -0.5582 0.21 0.23 0.04
H 7.3044 0.4916 -0.9770 0.09 0.01 -0.02
H 5.5473 -1.1628 -1.2167 0.01 -0.09 -0.05
N 3.1101 -1.0279 -0.3608 -0.01 -0.79 -0.37
C 1.8095 -1.1080 0.0314 -0.36 0.29 0.24
N 1.2830 -0.1034 0.6996 0.78 -0.19 -0.32
C 0.0080 -0.1585 1.0884 -0.86 -0.56 -0.05
C -0.8331 -1.2057 0.8179 0.45 0.35 0.32
C -0.3082 -2.3191 0.1091 0.33 0.18 -0.05
C -1.1004 -3.4439 -0.1943 0.02 -0.12 -0.06
C -0.5722 -4.5055 -0.8753 -0.17 0.10 0.07
C 0.7664 -4.4809 -1.2818 0.27 0.03 -0.06
C 1.5583 -3.3979 -1.0015 0.05 -0.09 -0.06
C 1.0492 -2.2880 -0.3029 -0.45 -0.02 0.13
H 2.5885 -3.4207 -1.3294 0.04 -0.04 -0.03
H 1.1766 -5.3242 -1.8176 0.05 -0.04 -0.04
H -1.1819 -5.3677 -1.1011 -0.07 -0.05 0.00
H -2.1286 -3.4527 0.1346 -0.11 -0.05 0.03
C -2.2363 -1.2146 1.3378 0.04 0.06 -0.14
O -2.5137 -1.6742 2.4299 0.04 -0.13 0.28
N -3.1727 -0.6943 0.5073 -0.13 -0.06 0.00
C -4.5328 -0.5231 0.9662 -0.26 -0.01 0.39
H -4.6350 -1.0596 1.9111 -0.06 0.03 -0.19
C -4.8452 0.9608 1.1521 -0.04 0.07 -0.50
H -5.8890 1.0922 1.4381 -0.04 0.06 0.00
H -4.2143 1.3907 1.9300 0.02 -0.01 0.07
C -4.5800 1.7258 -0.1533 0.52 -0.19 0.43
C -3.1411 1.4618 -0.6276 -0.46 -0.06 -0.06
C -2.9018 -0.0437 -0.7494 0.22 0.31 -0.35
H -1.8738 -0.2414 -1.0559 -0.18 -0.02 -0.04
H -3.5859 -0.4481 -1.5040 0.12 -0.02 0.00
H -2.4568 1.9005 0.0989 0.05 0.00 0.03
H -2.9873 1.9436 -1.5935 -0.02 0.07 -0.02
O -5.4796 1.3223 -1.1769 0.28 -0.19 0.01
C -6.3917 2.3720 -1.4047 -0.24 0.41 0.18
H -7.2913 2.2396 -0.7885 0.06 0.03 -0.10
C -5.6047 3.6081 -0.9661 -0.12 -0.08 -0.43
H -4.9827 3.9916 -1.7864 -0.10 0.01 0.06
O -4.7962 3.1083 0.0748 0.04 -0.16 0.20
H -6.2253 4.4089 -0.5654 0.00 -0.02 -0.08
H -6.6623 2.3711 -2.4605 -0.03 0.04 0.06
H -5.2138 -0.9476 0.2212 0.02 -0.02 0.08
H -0.3314 0.7060 1.6439 -0.17 0.04 0.08
H 3.4648 -1.8286 -0.8624 -0.11 0.20 0.13
H 2.8235 1.3463 0.9036 0.09 0.07 0.00
H 4.6148 3.0394 1.1484 -0.04 0.11 0.07
H 8.2902 2.6123 -1.2854 0.00 -0.01 0.04
H 8.7840 1.8623 0.2598 -0.02 0.02 -0.03
```
Positions in Å, forces in eV/Å.

## Properties
**Multiplicity**: 1

=====

ORCA calculation (ωB97M-V with the def2-TZVPD basis set) on C24H25N3O4 in the gas phase.

The geometry in XYZ format:
```
56
Properties=species:S:1:pos:R:3:forces:R:3
C 5.3816 3.1413 -1.5889 0.07 -0.03 -0.22
H 5.7625 4.1215 -1.8713 -0.01 -0.09 -0.03
O 4.9017 3.2835 -0.2749 -0.13 -0.05 0.34
C 4.3791 2.1901 0.3491 -0.07 0.01 0.13
C 3.9453 2.3852 1.6604 0.12 0.14 -0.22
C 3.3947 1.3479 2.3821 0.01 -0.12 -0.11
C 3.2585 0.0816 1.8205 0.14 0.07 -0.05
C 3.6980 -0.1058 0.5146 -0.04 0.05 0.27
C 4.2507 0.9283 -0.2204 0.14 0.23 -0.23
H 4.5795 0.7354 -1.2296 0.04 0.02 -0.09
H 3.6131 -1.0852 0.0664 -0.01 -0.13 -0.07
C 2.6720 -1.0839 2.5408 0.17 -0.31 0.11
C 3.5357 -1.8656 3.4993 -0.04 -0.10 -0.08
C 2.3732 -1.0809 4.0160 -0.04 0.09 0.08
H 1.4968 -1.6215 4.3427 -0.06 -0.07 -0.03
H 2.5693 -0.1893 4.5917 0.03 0.11 -0.01
H 4.5302 -1.4928 3.6920 0.03 0.14 -0.04
H 3.4604 -2.9413 3.4584 -0.08 -0.06 -0.05
C 1.7607 -1.9179 1.6644 -0.07 0.09 0.35
O 2.0329 -3.0608 1.3438 0.24 -0.31 -0.07
N 0.6220 -1.3136 1.2535 -0.21 -0.10 -0.08
C 0.1784 0.0181 1.5827 -0.03 0.44 0.06
H 0.8119 0.4512 2.3526 -0.10 -0.05 0.00
C 0.1905 0.9198 0.3446 -0.22 0.00 0.16
H -0.2434 1.8836 0.6064 0.08 0.03 -0.04
H 1.2240 1.0764 0.0299 0.00 -0.01 -0.04
C -0.5610 0.2972 -0.8316 0.59 0.02 -0.30
N -2.0058 0.3313 -0.6732 -0.71 0.23 0.54
C -2.8134 0.8891 0.2831 1.00 0.10 0.18
O -2.5272 1.4464 1.3057 -0.27 0.17 0.21
O -4.0926 0.6764 -0.1528 -0.43 -0.09 -0.15
C -3.9867 0.0247 -1.3431 1.13 0.00 0.04
N -2.7616 -0.1870 -1.6746 -0.74 -0.30 -0.66
C -5.1614 -0.3511 -2.0947 -0.59 -0.06 -0.16
C -5.0195 -1.0204 -3.3111 0.02 0.11 0.21
C -6.1422 -1.3760 -4.0313 0.01 -0.02 -0.03
C -7.4065 -1.0701 -3.5493 -0.05 0.02 0.03
C -7.5489 -0.4060 -2.3413 -0.10 -0.04 -0.07
C -6.4328 -0.0449 -1.6112 0.28 -0.01 -0.01
H -6.5311 0.4732 -0.6697 -0.04 0.04 0.08
H -8.5338 -0.1687 -1.9680 -0.07 0.02 0.03
H -8.2816 -1.3500 -4.1165 -0.07 -0.02 -0.04
H -6.0350 -1.8937 -4.9727 0.02 -0.04 -0.07
H -4.0276 -1.2476 -3.6675 0.10 -0.05 -0.08
C -0.1166 -1.1551 -1.0511 -0.22 0.03 0.19
C -0.2027 -1.9500 0.2506 0.13 -0.28 -0.35
H 0.1671 -2.9668 0.1083 -0.15 0.13 0.03
H -1.2384 -1.9905 0.6057 0.02 -0.03 0.01
H 0.9169 -1.1514 -1.3993 0.05 -0.01 -0.04
H -0.7443 -1.6131 -1.8154 0.08 0.00 -0.04
H -0.3445 0.8733 -1.7427 -0.02 -0.07 0.17
H -0.8420 -0.0394 1.9762 0.13 0.01 0.05
H 3.0654 1.5368 3.3925 -0.07 0.00 0.11
H 4.0513 3.3672 2.0933 0.01 0.13 0.05
H 6.1935 2.4088 -1.6443 -0.04 0.02 0.00
H 4.5834 2.8519 -2.2808 0.04 -0.01 0.03
```
Positions in Å, forces in eV/Å.

## Properties
**Multiplicity**: 1

=====

The records above yield frontier orbital gap values of 0.17571 0.28375 0.31754 Eh, respectively.